Molecular formula: C4H14N2S
Method: DFT, the ωB97M-V functional and the def2-TZVPD basis

Positions of all 21 atoms, in Å:
N  -1.6173  -0.0598  -1.7021
C  -0.9157  -1.0709  -0.9004
C  0.3869  -1.5207  -1.5526
N  1.4369  -1.6326  -0.5215
H  -2.3875  0.2652  -1.1261
H  -0.9839  0.7411  -1.7277
H  -1.5745  -1.9203  -0.7140
H  -0.6638  -0.6731  0.0886
H  0.7162  -0.7437  -2.2404
H  0.2894  -2.4575  -2.0985
H  2.3595  -1.7991  -0.9006
H  1.2248  -2.2841  0.2254
C  -0.3938  1.2689  2.2406
C  0.3096  2.1197  1.1920
S  1.5407  1.2813  0.1529
H  0.3614  0.7421  2.8271
H  -1.0624  0.5240  1.8195
H  -0.9585  1.8956  2.9351
H  0.7897  2.9649  1.6762
H  -0.4197  2.5454  0.5012
H  1.5623  -0.1864  -0.1745

Force components x, y, z for each atom (eV/Å):
N 0.357 0.014 0.363
C -0.079 -0.002 0.382
C 0.227 -0.165 0.161
N 0.191 0.248 -0.362
H -0.232 0.000 -0.234
H -0.092 -0.026 -0.204
H -0.083 -0.052 -0.203
H 0.119 -0.065 0.003
H -0.005 -0.011 -0.104
H -0.184 0.025 -0.177
H -0.061 -0.409 -0.059
H 0.062 0.059 -0.113
C 0.447 0.071 0.325
C -1.108 -0.648 -0.203
S 1.563 0.609 -0.766
H -0.054 -0.057 0.051
H -0.088 -0.008 -0.134
H -0.094 -0.008 -0.095
H 0.407 -0.096 -0.063
H -0.113 0.049 0.110
H -1.179 0.474 1.322

Properties
* orbital gap: 8.66 eV
* SMILES: NCCN.CCS
* ΔE to the lowest compared entry with this formula, charge and spin: 24.48 kcal/mol
* E_tot: -18189.3779 eV
* spin multiplicity: 1


Molecular formula: C4H14N3
Method: DFT, the ωB97M-V functional and the def2-TZVPD basis

Positions of all 21 atoms, in Å:
C  -1.6858  -1.2543  -0.4309
C  0.7197  -0.9534  -0.5500
N  -0.3805  -1.0575  0.2300
N  0.6398  -0.7083  -1.8606
N  1.9142  -0.8952  0.0300
H  -0.2267  -1.6706  1.0191
H  -0.2582  -0.8200  -2.3046
H  1.4476  -0.9681  -2.4123
H  2.0993  -1.0872  0.9994
H  2.7153  -0.6362  -0.5220
H  -1.6283  -2.0521  -1.1722
H  -2.0144  -0.2963  -0.8427
H  -2.4276  -1.4786  0.3285
C  -0.8813  2.2350  1.8775
C  -0.0900  2.2254  0.5721
H  -0.6607  1.3911  2.5020
H  -0.6716  3.1583  2.4218
H  -1.9421  2.3853  1.6550
H  0.9889  2.2605  0.7039
H  -0.3071  1.3007  0.0393
H  -0.3351  3.0854  -0.0510

Force components x, y, z for each atom (eV/Å):
C 0.078 0.542 0.397
C -0.120 0.924 0.910
N 0.131 -1.125 -0.998
N -0.052 -0.553 0.136
N 0.447 -0.339 -0.391
H -0.052 0.345 0.331
H 0.073 0.059 -0.114
H -0.160 0.343 -0.100
H -0.340 0.033 0.091
H 0.038 -0.063 0.008
H -0.267 0.053 -0.013
H 0.146 -0.182 -0.279
H 0.093 -0.284 0.048
C -0.039 1.598 -0.622
C -0.043 -0.114 -0.011
H -0.200 -0.434 0.331
H 0.370 -0.189 0.244
H -0.030 -0.736 0.099
H 0.145 -0.018 0.281
H -0.071 0.258 -0.291
H -0.144 -0.119 -0.057

Properties
* orbital gap: 11.39 eV
* ΔE to the lowest compared entry with this formula, charge and spin: 8.64 kcal/mol
* E_tot: -8839.6479 eV
* total charge: +1
* spin multiplicity: 1


Molecular formula: C4H14N3
Method: DFT, the ωB97M-V functional and the def2-TZVPD basis

Positions of all 21 atoms, in Å:
N  -3.6980  -0.4954  0.1910
C  -2.8945  -0.7445  1.2482
N  -1.6240  -0.5493  1.2424
H  -3.2260  -0.2056  -0.6470
H  -4.6152  -0.1075  0.3017
H  -3.3919  -1.2550  2.0722
H  -1.2595  -0.8311  2.1476
C  1.6776  -1.0839  -0.0665
C  1.6456  0.4315  -0.1399
C  2.4498  1.0113  -1.2942
N  0.2103  0.9119  -0.2063
H  0.9633  -1.5012  0.6367
H  1.4620  -1.5223  -1.0420
H  2.6788  -1.3879  0.2297
H  2.0586  0.8645  0.7731
H  2.1522  0.5399  -2.2345
H  3.4962  0.7650  -1.1231
H  2.3323  2.0896  -1.3884
H  -0.4604  0.3316  0.4497
H  0.1668  1.9092  0.0129
H  -0.1243  0.8293  -1.1633

Force components x, y, z for each atom (eV/Å):
N 0.629 0.127 -0.330
C -0.138 -0.288 -0.101
N -0.092 0.104 0.389
H -0.017 0.236 -0.162
H -0.333 -0.332 0.261
H -0.049 0.415 0.215
H 0.150 -0.221 -0.107
C 0.070 0.078 -0.304
C 0.173 0.321 0.245
C -0.265 -0.491 -0.079
N 0.196 -0.073 0.289
H -0.013 0.089 0.202
H 0.038 -0.014 -0.052
H 0.014 -0.111 -0.026
H -0.260 -0.120 0.167
H 0.019 0.066 -0.035
H 0.050 0.157 -0.089
H 0.104 0.050 0.087
H -0.062 0.365 -0.598
H -0.070 -0.162 0.120
H -0.142 -0.198 -0.090

Properties
* orbital gap: 10.84 eV
* ΔE to the lowest compared entry with this formula, charge and spin: 5.85 kcal/mol
* E_tot: -8839.7691 eV
* total charge: +1
* spin multiplicity: 1


Molecular formula: C4H14N3O
Method: DFT, the ωB97M-V functional and the def2-TZVPD basis

Positions of all 22 atoms, in Å:
N  -1.2541  1.0024  1.6110
C  -0.5335  1.4596  0.4451
N  1.0327  1.4200  0.4343
N  -0.8939  2.7531  0.1802
H  -0.8846  1.6170  2.3364
H  -2.2096  1.2813  1.3933
H  1.0690  2.2290  1.0683
H  0.9645  0.6167  1.0723
H  -0.3200  3.0280  -0.6295
H  -1.8571  2.7500  -0.1848
C  -0.9218  -1.5191  -0.4552
C  0.5510  -1.7407  -0.2538
C  1.3048  -0.8501  -1.2367
O  0.8007  -3.1221  -0.4073
H  -1.5539  -2.2767  0.0117
H  -1.2099  -1.5511  -1.5086
H  -1.0870  -0.5127  -0.0120
H  0.8214  -1.4654  0.7790
H  0.8886  0.1447  -1.3567
H  1.2621  -1.2839  -2.2378
H  2.3046  -0.6734  -0.8321
H  1.7261  -3.3066  -0.2172

Force components x, y, z for each atom (eV/Å):
N 0.347 -0.978 -2.424
C 3.462 4.876 4.890
N -5.386 -1.309 1.324
N -0.609 -2.607 -4.788
H -0.123 -0.324 0.295
H -0.260 -0.338 0.786
H 0.921 0.041 -0.193
H 1.854 -0.324 -0.108
H -0.022 0.796 0.307
H -0.257 0.896 0.832
C -0.423 -0.033 -0.084
C -0.103 -0.025 -0.149
C 0.389 -0.223 -0.003
O 0.085 0.127 -0.188
H 0.103 0.301 0.487
H 0.248 0.303 -0.032
H -0.607 -0.576 -0.490
H -0.089 0.058 0.027
H -0.272 -0.156 0.055
H 0.455 -0.242 0.183
H 0.246 -0.220 -0.673
H 0.041 -0.043 -0.055

Properties
* orbital gap: 6.24 eV
* ΔE to the lowest compared entry with this formula, charge and spin: 132.65 kcal/mol
* E_tot: -10882.4088 eV
* total charge: +1
* spin multiplicity: 1


Molecular formula: C4H14N3O
Method: DFT, the ωB97M-V functional and the def2-TZVPD basis

Positions of all 22 atoms, in Å:
C  -1.2773  1.9739  0.2846
C  -1.8532  0.6465  -0.1306
C  -1.1144  -0.5672  0.4614
N  0.2779  -0.7907  0.1653
C  0.8041  -0.9630  -1.0282
N  0.0906  -1.5739  -1.9875
N  2.1221  -0.8970  -1.1941
H  -1.2023  2.0451  1.3812
H  -1.9287  2.8327  0.0950
H  -0.3294  2.3291  -0.1161
H  -2.8571  0.5044  0.2704
H  -1.9262  0.5832  -1.2203
H  -1.1656  -0.4924  1.5485
H  -1.7224  -1.4564  0.2475
H  0.9168  -0.5633  0.9216
H  -0.9088  -1.5977  -1.9005
H  0.3399  -1.4562  -2.9479
H  2.6407  -1.3458  -1.9302
H  2.6657  -0.3149  -0.5773
H  1.5970  0.8856  2.7559
H  2.8360  0.0063  2.6805
O  1.9947  0.2116  2.2208

Force components x, y, z for each atom (eV/Å):
C -0.305 1.483 1.189
C 0.651 -0.415 -0.192
C -1.341 -0.298 0.310
N 0.341 1.151 -0.056
C 0.113 -2.227 0.104
N -0.696 0.609 -0.435
N 0.757 0.923 0.239
H 0.224 -0.332 -0.139
H -0.323 -0.356 -0.403
H 0.246 -0.697 -0.258
H -0.130 0.337 -0.141
H -0.030 -0.093 0.023
H 0.076 0.087 -0.015
H 0.324 -0.080 -0.162
H 0.226 0.078 -0.024
H -0.235 -0.139 0.386
H 0.526 0.052 -0.367
H -0.408 -0.043 -0.184
H -0.051 -0.063 0.126
H -0.400 0.657 0.442
H -0.706 0.042 -0.414
O 1.139 -0.676 -0.030

Properties
* orbital gap: 11.43 eV
* ΔE to the lowest compared entry with this formula, charge and spin: 6.41 kcal/mol
* E_tot: -10887.8832 eV
* total charge: +1
* spin multiplicity: 1


Molecular formula: C4H14N3P
Method: DFT, the ωB97M-V functional and the def2-TZVPD basis

Positions of all 22 atoms, in Å:
C  0.1103  2.3093  -1.3963
C  -2.3735  -1.5892  -0.2564
C  0.9356  0.6458  2.5901
C  2.0160  -1.6012  -1.3764
N  0.0609  1.6503  -0.1360
N  -1.6890  -0.3261  -0.1448
N  0.0155  -0.1081  1.7865
P  -0.1065  0.1018  0.0891
H  -0.6418  2.0619  -2.1334
H  1.1974  2.0803  -1.8443
H  -0.0918  3.4584  -1.2232
H  -1.8600  -2.2112  -1.0212
H  -2.3363  -2.0769  0.7672
H  -3.2684  -1.2617  -0.6941
H  0.8978  1.7856  2.4021
H  0.7348  0.5076  3.7108
H  1.8696  0.3214  2.3586
H  1.4416  -1.8988  -2.2336
H  2.5731  -0.7075  -1.6541
H  2.4954  -2.3933  -0.8455
H  -1.9812  0.2721  -0.9293
H  0.0004  -1.0206  2.1843

Force components x, y, z for each atom (eV/Å):
C 2.154 1.802 -0.254
C 2.590 -0.892 0.631
C -1.882 3.056 1.678
C -0.502 1.182 -0.762
N -0.100 -1.112 0.280
N -0.470 1.157 -1.440
N -0.654 0.393 -0.519
P 0.959 0.685 1.778
H -0.307 -0.552 -0.338
H -2.297 1.096 0.424
H 0.954 -2.052 -0.361
H -0.340 -0.233 0.590
H -0.793 0.310 -1.433
H -1.963 -0.600 0.165
H -0.187 -1.929 0.081
H 0.144 -0.010 -1.621
H 3.248 -0.616 -0.166
H -0.527 -0.358 -0.046
H 0.116 -0.131 0.630
H 0.159 -0.158 0.574
H 0.070 -0.116 0.556
H -0.373 -0.923 -0.449

Properties
* orbital gap (alpha / beta): 7.58 / 7.66 eV
* ΔE to the lowest compared entry with this formula, charge and spin: 81.05 kcal/mol
* E_tot: -18129.6561 eV
* spin multiplicity: 1


The highest ΔE to the lowest compared entry with this formula, charge and spin belongs to which entry? number 4